This record from the OMol25 dataset describes C16H40Br12N6O2P2 as an isolated structure at a distorted geometry. The level of theory is the ωB97M-V functional and the def2-TZVPD basis.

Output
- lowest unoccupied orbital energy (eV) = -0.3
- total energy (Ha) = -32683.5819
- charge = 0
- strongest force on any atom (eV Å⁻¹) = 1.38
- gap between HOMO and LUMO (eV) = 7.84

Geometry (Å):
C (2.3443, 0.2626, -3.3350)
Br (3.8537, -0.7758, -2.7750)
Br (2.6929, 2.1476, -3.2408)
Br (0.7740, -0.2162, -2.3447)
H (2.1702, 0.0339, -4.3765)
C (0.2668, -2.4628, -7.7554)
Br (-0.3798, -1.7861, -9.4254)
Br (0.4048, -1.0500, -6.4592)
Br (1.9538, -3.3541, -7.9531)
H (-0.4591, -3.1822, -7.4098)
C (1.3477, 3.3094, -6.3418)
Br (-0.0396, 2.2591, -5.5247)
Br (1.1774, 5.1413, -5.8197)
Br (1.2407, 3.1526, -8.2564)
H (2.3029, 2.9102, -6.0383)
C (-2.6552, 0.3340, -3.6694)
Br (-3.4171, -0.2109, -5.3327)
Br (-3.1782, -0.8153, -2.2197)
Br (-3.0875, 2.1718, -3.2666)
H (-1.5780, 0.2792, -3.7358)
O (-0.5269, 1.1506, 2.0080)
P (-1.4411, 2.2573, 1.6522)
N (-0.8156, 3.2261, 0.4911)
C (-1.2026, 4.6109, 0.2615)
C (-0.0763, 2.5722, -0.5912)
N (-1.8260, 3.2763, 2.8680)
C (-2.9205, 2.9545, 3.7715)
C (-0.7216, 3.9885, 3.5030)
N (-2.8645, 1.6277, 1.0878)
C (-3.9868, 2.4548, 0.7352)
C (-3.1550, 0.2293, 1.3611)
H (-1.2215, 5.1641, 1.1959)
H (-2.2172, 4.6976, -0.1423)
H (-0.4904, 5.0649, -0.4232)
H (0.7985, 3.1643, -0.8636)
H (-0.7313, 2.4523, -1.4576)
H (0.2669, 1.6244, -0.1858)
H (-2.7025, 2.0473, 4.3535)
H (-3.0480, 3.7781, 4.4684)
H (-3.8227, 2.7535, 3.2049)
H (-0.0954, 4.4662, 2.7547)
H (-1.1166, 4.7487, 4.1769)
H (-0.1046, 3.3027, 4.0953)
H (-4.2850, 2.2851, -0.3092)
H (-4.8567, 2.2792, 1.3756)
H (-3.7452, 3.5158, 0.7755)
H (-2.9928, -0.0411, 2.4117)
H (-2.5038, -0.4372, 0.7905)
H (-4.1921, -0.0035, 1.1228)
O (1.0365, -5.1732, 1.8306)
P (1.5024, -3.8052, 2.0838)
N (0.5218, -2.6736, 1.3629)
C (0.0827, -2.9742, 0.0216)
C (0.4947, -1.2608, 1.7038)
N (3.0410, -3.5893, 1.4952)
C (3.5305, -2.3194, 0.9744)
C (3.8360, -4.7898, 1.2291)
N (1.5468, -3.3993, 3.6600)
C (0.4439, -3.8356, 4.4918)
C (2.3639, -2.3307, 4.2097)
H (0.1243, -4.0418, -0.1805)
H (0.6317, -2.4094, -0.7454)
H (-0.9677, -2.6822, -0.1290)
H (0.0855, -1.0868, 2.7069)
H (-0.2176, -0.7334, 1.0691)
H (1.4585, -0.7478, 1.6908)
H (3.5119, -1.5092, 1.6995)
H (4.5695, -2.4295, 0.6550)
H (2.9958, -2.0349, 0.0604)
H (3.7722, -5.4680, 2.0847)
H (3.4053, -5.3958, 0.4222)
H (4.8743, -4.5681, 1.0027)
H (0.2544, -4.9003, 4.3579)
H (0.7123, -3.7375, 5.5466)
H (-0.4668, -3.2507, 4.3159)
H (3.3293, -2.2913, 3.7197)
H (2.5498, -2.5509, 5.2643)
H (1.8395, -1.3702, 4.1837)

This record from the OMol25 dataset describes a 7-piece molecular cluster, C16H40Br4N3 overall at a distorted geometry. The level of theory is the ωB97M-V functional and the def2-TZVPD basis.

Output
- lowest unoccupied orbital energy (eV) = 2.0
- total energy (Ha) = -11094.0385
- charge = -1
- strongest force on any atom (eV Å⁻¹) = 2.71
- gap between HOMO and LUMO (eV) = 6.46

Geometry (Å):
N (-0.5445, -1.4976, 0.8468)
H (-0.1364, -1.5172, 1.7843)
H (-1.0143, -2.3896, 0.7114)
H (0.1632, -1.2499, 0.1563)
H (-1.1168, -0.6628, 0.9380)
C (1.3466, 2.4728, 3.2874)
C (2.1858, 1.7818, 2.2406)
C (3.5230, 1.1884, 2.8377)
N (4.3653, 0.3729, 1.8388)
C (3.7015, -0.9573, 1.6601)
C (5.8044, 0.3634, 2.3394)
C (6.6515, 1.3340, 1.5248)
C (5.7205, 2.0250, 0.5100)
C (4.5802, 0.9999, 0.4213)
H (2.0916, 3.0635, 3.8283)
H (0.9313, 1.7102, 3.9456)
H (0.6528, 3.2297, 2.9260)
H (2.4238, 2.4830, 1.4391)
H (1.4979, 1.0906, 1.7505)
H (3.2864, 0.6475, 3.7534)
H (4.0902, 2.0910, 3.0680)
H (4.2073, -1.5100, 0.8695)
H (2.6821, -0.7386, 1.3460)
H (3.6837, -1.5581, 2.5688)
H (6.1741, -0.6583, 2.2498)
H (5.7780, 0.5396, 3.4141)
H (7.5457, 0.8176, 1.1751)
H (7.0900, 2.0467, 2.2250)
H (6.1910, 2.1971, -0.4564)
H (5.4210, 2.9374, 1.0243)
H (4.7332, 0.1456, -0.2361)
H (3.7112, 1.5619, 0.0816)
C (-6.4898, -1.2784, -0.0753)
C (-5.1623, -1.7249, -0.7188)
C (-4.9641, -1.4490, -2.2086)
N (-3.7905, -0.4930, -2.5146)
C (-4.0848, 0.8105, -1.7731)
C (-3.6477, -0.2138, -4.0660)
C (-2.1327, 0.0527, -4.2913)
C (-1.4331, -0.3538, -3.0317)
C (-2.4442, -1.1624, -2.2074)
H (-6.5746, -0.2163, -0.3125)
H (-6.4694, -1.2571, 1.0141)
H (-7.3064, -1.9145, -0.4150)
H (-5.0141, -2.7787, -0.4834)
H (-4.3595, -1.2091, -0.1910)
H (-5.9029, -1.1352, -2.6661)
H (-4.7005, -2.4103, -2.6498)
H (-4.1452, 0.7432, -0.6884)
H (-5.0472, 1.1287, -2.1746)
H (-3.3385, 1.5745, -1.9873)
H (-4.2421, 0.6821, -4.2424)
H (-4.0550, -1.0673, -4.6050)
H (-1.8248, 1.0136, -4.7030)
H (-1.8569, -0.5932, -5.1277)
H (-1.3344, 0.6130, -2.5364)
H (-0.4963, -0.8393, -3.2976)
H (-2.3078, -1.2129, -1.1286)
H (-2.5076, -2.1577, -2.6476)
Br (-1.6062, 1.6160, 0.6888)
Br (1.6758, -1.2822, -1.2912)
Br (0.6508, -1.6485, 3.8498)
Br (-2.5095, -4.1970, 0.4121)